No. 1
The ion C26H41BN3O6P2S with charge -1 at a distorted geometry, computed with ωB97M-V/def2-TZVPD.

Geometry (Å):
N  2.551  -1.943  4.606
C  2.358  -2.437  3.156
O  2.628  -3.762  2.986
C  1.918  -1.431  1.910
C  0.259  -1.365  1.704
B  -0.069  -1.859  0.173
C  0.257  -3.468  0.152
C  -1.274  -4.340  0.428
C  -1.901  -4.169  2.038
O  -1.200  -5.531  1.438
O  -1.438  -1.772  -0.370
C  -1.463  -1.027  -1.667
C  -2.890  -0.507  -2.266
C  -3.614  0.709  -1.450
C  -4.034  0.373  0.098
C  -4.168  1.835  0.899
N  -5.624  2.245  0.883
C  -6.533  2.610  -0.277
C  -8.068  2.998  0.200
C  -7.985  2.788  1.833
C  -6.435  2.326  2.190
P  -1.043  -2.450  -2.931
O  -2.171  -3.567  -2.996
C  -0.184  -0.017  -1.519
C  0.813  0.248  -2.808
C  2.158  1.160  -2.410
C  3.513  0.691  -3.227
N  4.612  0.188  -2.317
C  5.597  1.270  -1.929
C  5.216  1.707  -0.360
C  4.287  3.061  -0.111
C  3.903  3.413  1.457
C  4.413  2.468  2.721
C  5.377  1.147  2.419
C  5.783  0.761  0.871
O  6.628  -0.433  0.659
P  -0.322  1.591  -0.500
S  -0.554  3.215  -1.616
O  0.679  -0.926  -0.693
H  2.190  -0.965  4.655
H  2.017  -2.605  5.211
H  2.463  -1.884  0.949
H  2.391  -0.357  2.055
H  -0.064  -0.256  1.948
H  -0.184  -2.035  2.555
H  0.865  -3.872  1.066
H  0.686  -3.883  -0.854
H  -2.099  -4.374  -0.516
H  -3.061  -4.419  2.132
H  -1.147  -4.147  2.935
H  -3.639  -1.434  -2.222
H  -2.799  -0.214  -3.400
H  -3.032  1.742  -1.479
H  -4.639  0.929  -2.024
H  -3.248  -0.240  0.710
H  -5.131  -0.085  0.135
H  -3.474  2.667  0.446
H  -3.846  1.703  2.040
H  -6.131  2.621  -1.378
H  -8.993  3.339  -0.468
H  -8.863  2.968  2.615
H  -5.962  2.097  3.235
H  0.298  -2.955  -2.787
H  -1.080  -1.784  -4.241
H  1.272  -0.759  -3.257
H  0.229  0.777  -3.676
H  1.922  2.261  -2.772
H  2.421  1.113  -1.271
H  3.252  -0.174  -3.982
H  3.916  1.602  -3.879
H  5.101  -0.644  -2.725
H  6.702  0.821  -1.966
H  5.609  2.206  -2.631
H  3.919  3.720  -1.008
H  3.217  4.356  1.627
H  4.126  2.693  3.855
H  5.749  0.497  3.328
H  7.561  -0.192  0.980
H  -1.411  1.550  0.458
H  0.915  1.810  0.225

Output
orbital gap = 7.30 eV
total charge = -1
HOMO level = -0.2007 Ha
E_tot = -2736.00314 a.u.

No. 2
A structure of composition C26H41ClIrN2O2Si2, computed with ωB97M-V/def2-TZVPD.

Geometry (Å):
Ir  -0.209  -0.205  0.769
C  2.953  2.539  -1.935
Si  1.340  1.613  -1.568
C  1.664  -0.100  -2.260
C  -0.015  2.409  -2.606
C  0.903  1.627  0.250
C  2.003  1.207  1.141
C  3.265  1.730  1.423
C  4.064  1.069  2.339
C  3.607  -0.089  2.961
C  2.347  -0.560  2.640
N  1.594  0.083  1.753
Si  0.162  3.269  0.869
C  1.001  4.730  -0.027
C  0.554  3.725  2.652
C  -1.660  3.420  0.453
H  3.107  2.573  -3.018
H  3.805  2.007  -1.503
H  2.964  3.563  -1.562
H  2.016  0.001  -3.293
H  0.777  -0.734  -2.248
H  2.445  -0.609  -1.691
H  0.061  2.051  -3.636
H  0.065  3.497  -2.625
H  -1.007  2.153  -2.237
H  3.595  2.636  0.932
H  5.048  1.456  2.575
H  4.214  -0.617  3.683
H  1.918  -1.449  3.082
H  2.061  4.808  0.234
H  0.520  5.652  0.315
H  0.925  4.703  -1.114
H  1.606  3.533  2.885
H  -0.069  3.194  3.367
H  0.389  4.801  2.772
H  -1.802  3.746  -0.580
H  -2.117  4.164  1.112
H  -2.180  2.475  0.603
C  -2.710  0.035  -2.315
C  -3.342  -1.265  -1.821
C  -4.002  -1.074  -0.453
C  -2.377  -2.438  -1.861
C  -2.669  -3.476  -2.737
C  -1.878  -4.609  -2.818
C  -0.789  -4.720  -1.971
C  -0.449  -3.719  -1.068
C  0.706  -4.010  -0.121
C  0.276  -4.019  1.349
C  1.936  -3.128  -0.334
C  -1.226  -2.533  -1.041
N  -0.894  -1.509  -0.180
H  -3.457  0.833  -2.356
H  -2.283  -0.088  -3.313
H  -1.918  0.342  -1.636
H  -4.140  -1.526  -2.524
H  -3.276  -0.729  0.281
H  -4.440  -2.009  -0.096
H  -4.798  -0.328  -0.525
H  -3.548  -3.387  -3.368
H  -2.121  -5.403  -3.513
H  -0.183  -5.619  -1.995
H  1.012  -5.033  -0.363
H  -0.015  -3.025  1.685
H  1.104  -4.366  1.974
H  -0.570  -4.692  1.503
H  1.724  -2.094  -0.069
H  2.260  -3.155  -1.377
H  2.760  -3.486  0.290
Cl  -0.782  -1.461  4.307
C  -2.073  -0.550  3.448
C  -1.645  0.905  3.236
O  -2.134  1.759  3.966
O  -0.787  1.147  2.313
H  -2.949  -0.577  4.087
H  -2.238  -1.069  2.507

Output
orbital gap = 6.98 eV
total charge = -1
HOMO level = -0.1566 Ha
E_tot = -2418.96040 a.u.

No. 3
An isolated molecule of C26H41FN2O3 at a distorted geometry, computed with ωB97M-V/def2-TZVPD.

Geometry (Å):
C  0.283  -3.817  4.251
C  -0.117  -3.586  2.792
C  -1.419  -4.317  2.429
C  -2.620  -3.400  2.150
C  -3.481  -3.901  1.008
C  -2.677  -4.115  -0.287
C  -3.306  -3.466  -1.514
C  -2.294  -3.155  -2.635
C  -1.358  -1.981  -2.305
C  -0.649  -1.471  -3.575
C  -0.302  0.032  -3.654
C  0.339  0.719  -2.451
C  1.845  0.440  -2.301
C  2.702  1.720  -2.381
C  3.821  1.797  -1.339
C  3.197  2.133  0.017
C  3.350  3.629  0.308
C  2.436  4.206  1.398
C  1.011  3.844  1.171
C  0.353  2.993  1.936
C  0.862  2.326  3.167
N  2.142  1.662  3.014
C  -1.044  2.652  1.589
O  -1.684  1.775  2.128
C  -1.699  3.460  0.524
F  -2.986  3.236  0.370
C  -1.056  4.341  -0.228
O  -1.777  5.078  -1.158
C  -1.269  5.093  -2.358
N  -0.725  5.356  -3.369
C  0.391  4.526  -0.014
O  1.077  5.212  -0.749
H  -0.344  -3.230  4.906
H  0.186  -4.872  4.472
H  1.312  -3.528  4.405
H  -0.302  -2.525  2.639
H  0.689  -3.851  2.121
H  -1.190  -4.942  1.579
H  -1.643  -4.953  3.277
H  -3.197  -3.290  3.062
H  -2.287  -2.402  1.881
H  -4.196  -3.112  0.801
H  -4.035  -4.782  1.310
H  -2.616  -5.180  -0.481
H  -1.674  -3.752  -0.114
H  -3.825  -2.547  -1.263
H  -4.051  -4.133  -1.939
H  -1.682  -4.052  -2.710
H  -2.811  -2.974  -3.568
H  -0.612  -2.211  -1.553
H  -1.944  -1.165  -1.886
H  -1.298  -1.673  -4.420
H  0.247  -2.065  -3.734
H  -1.225  0.563  -3.861
H  0.380  0.176  -4.487
H  0.160  1.782  -2.567
H  -0.143  0.450  -1.517
H  2.155  -0.272  -3.056
H  2.006  -0.063  -1.353
H  2.071  2.584  -2.203
H  3.133  1.821  -3.373
H  4.289  0.820  -1.294
H  4.551  2.538  -1.640
H  3.727  1.580  0.774
H  2.166  1.806  -0.018
H  3.204  4.187  -0.608
H  4.369  3.802  0.642
H  2.484  5.286  1.309
H  2.745  3.934  2.392
H  0.963  3.098  3.923
H  0.110  1.647  3.545
H  2.736  1.803  3.812
H  2.045  0.674  2.861

Output
SMILES = CCCCCCCCCCCCCCCCCCC1=C(CN)C(=O)C(F)=C(OC#N)C1=O
orbital gap = 7.85 eV
HOMO level = -0.3578 Ha
E_tot = -1450.28952 a.u.

No. 4
A structure of composition C26H41I2N2O7P2Sc, computed with ωB97M-V/def2-TZVPD.

Geometry (Å):
Sc  0.109  -0.173  -0.073
I  -0.618  0.427  7.336
C  -0.110  0.598  5.330
C  -0.197  1.830  4.698
C  0.117  1.951  3.348
I  -0.089  3.780  2.401
C  0.525  0.831  2.631
O  0.763  0.898  1.311
C  0.609  -0.417  3.264
C  0.998  -1.634  2.473
N  -0.006  -1.958  1.399
C  -1.371  -2.150  1.945
C  -2.178  -0.877  1.886
C  -3.112  -0.543  2.852
C  -3.830  0.634  2.711
C  -3.608  1.442  1.605
C  -2.666  1.040  0.679
N  -1.966  -0.096  0.815
C  0.295  -0.521  4.613
H  -0.519  2.702  5.250
H  1.071  -2.484  3.154
H  1.961  -1.505  1.973
H  0.289  -2.832  0.975
H  -1.332  -2.522  2.971
H  -1.874  -2.911  1.342
H  -3.257  -1.183  3.713
H  -4.552  0.923  3.463
H  -4.140  2.372  1.468
H  -2.441  1.642  -0.193
H  0.368  -1.484  5.103
C  3.908  -3.829  -1.258
C  2.931  -3.395  -2.322
C  2.980  -4.218  -3.585
O  3.271  -2.005  -2.723
P  2.749  -0.695  -2.080
O  1.860  -0.916  -0.882
C  1.833  0.167  -3.397
P  0.055  0.001  -3.235
O  -0.350  0.632  -1.921
O  -0.757  0.657  -4.358
C  -0.814  0.681  -5.851
C  0.392  0.017  -6.468
C  -2.125  0.052  -6.252
O  -0.136  -1.558  -3.226
C  -1.422  -2.269  -3.375
C  -1.887  -2.662  -1.992
C  -1.172  -3.443  -4.290
O  3.942  0.196  -1.676
C  5.133  0.476  -2.537
C  5.264  1.976  -2.613
C  6.309  -0.219  -1.898
H  3.659  -4.836  -0.922
H  3.878  -3.164  -0.394
H  4.923  -3.850  -1.655
H  1.913  -3.344  -1.930
H  3.982  -4.203  -4.014
H  2.271  -3.846  -4.323
H  2.727  -5.253  -3.354
H  2.162  -0.234  -4.356
H  2.072  1.232  -3.357
H  -0.817  1.749  -6.054
H  0.487  -1.022  -6.142
H  1.313  0.561  -6.265
H  0.258  0.005  -7.550
H  -2.097  -1.033  -6.136
H  -2.315  0.269  -7.303
H  -2.950  0.462  -5.671
H  -2.124  -1.565  -3.826
H  -1.174  -3.346  -1.525
H  -2.848  -3.174  -2.053
H  -2.038  -1.782  -1.359
H  -0.463  -4.139  -3.841
H  -0.780  -3.111  -5.251
H  -2.105  -3.976  -4.471
H  4.917  0.045  -3.518
H  5.402  2.397  -1.618
H  4.389  2.436  -3.073
H  6.134  2.233  -3.218
H  6.485  0.174  -0.897
H  7.202  -0.041  -2.498
H  6.146  -1.294  -1.838

Output
orbital gap = 7.58 eV
total charge = +2
HOMO level = -0.4600 Ha
E_tot = -3690.28590 a.u.

No. 5
A structure of composition C26H41N4O6P2SV, computed with ωB97M-V/def2-TZVPD.

Geometry (Å):
V  0.127  -0.204  0.951
N  1.607  -3.672  1.931
C  0.897  -2.542  2.053
S  1.776  -1.042  2.377
N  -0.410  -2.617  1.893
N  -0.990  -1.376  2.063
C  -1.766  -1.040  3.029
C  -2.355  -1.956  4.005
C  -2.889  -3.173  3.576
C  -3.446  -4.040  4.499
C  -3.448  -3.713  5.849
C  -2.899  -2.514  6.282
C  -2.362  -1.628  5.363
C  -1.887  0.437  3.102
C  -2.835  1.109  3.847
C  -2.776  2.497  3.905
C  -1.773  3.156  3.218
C  -0.881  2.413  2.459
N  -0.934  1.084  2.391
H  2.583  -3.670  2.169
H  1.117  -4.552  1.896
H  -2.872  -3.430  2.526
H  -3.876  -4.975  4.167
H  -3.877  -4.398  6.568
H  -2.888  -2.269  7.335
H  -1.919  -0.702  5.706
H  -3.598  0.554  4.373
H  -3.501  3.050  4.486
H  -1.678  4.232  3.259
H  -0.097  2.888  1.885
C  4.299  -3.261  -1.732
C  4.360  -1.773  -1.484
C  4.811  -0.961  -2.676
O  3.037  -1.300  -0.993
P  1.712  -1.023  -1.727
O  0.557  -1.138  -0.753
C  1.748  0.695  -2.318
P  0.563  1.762  -1.498
O  0.434  1.511  -0.003
O  1.118  3.175  -1.790
C  0.768  4.428  -1.072
C  1.908  4.740  -0.132
C  0.530  5.477  -2.128
O  -0.766  1.498  -2.264
C  -2.177  1.526  -1.834
C  -2.542  2.888  -1.295
C  -2.465  0.399  -0.863
O  1.637  -2.000  -2.918
C  0.621  -2.290  -3.960
C  1.069  -1.634  -5.244
C  -0.764  -1.888  -3.514
H  5.311  -3.630  -1.899
H  3.700  -3.496  -2.610
H  3.887  -3.780  -0.867
H  4.992  -1.560  -0.624
H  4.152  -1.111  -3.534
H  5.808  -1.292  -2.967
H  4.877  0.101  -2.439
H  1.552  0.739  -3.390
H  2.744  1.105  -2.144
H  -0.148  4.230  -0.512
H  2.829  4.897  -0.694
H  2.065  3.932  0.583
H  1.686  5.654  0.420
H  1.436  5.637  -2.712
H  0.259  6.419  -1.650
H  -0.275  5.188  -2.803
H  -2.694  1.339  -2.773
H  -2.045  3.072  -0.339
H  -3.618  2.933  -1.123
H  -2.280  3.676  -2.001
H  -2.121  0.656  0.145
H  -2.026  -0.541  -1.195
H  -3.544  0.261  -0.790
H  0.688  -3.373  -4.047
H  0.983  -0.547  -5.190
H  0.433  -1.974  -6.060
H  2.097  -1.901  -5.483
H  -0.841  -0.804  -3.401
H  -1.039  -2.374  -2.579
H  -1.474  -2.194  -4.282

Output
orbital gap (spin up / spin down) = 7.66 / 7.71 eV
total charge = +2
HOMO level (spin up / spin down) = -0.4985 / -0.5114 Ha
E_tot = -3710.51399 a.u.
multiplicity = 3

No. 6
A cluster of 5 separate species, C26H41N4O9P in total, computed with ωB97M-V/def2-TZVPD.

Geometry (Å):
C  -2.313  0.673  0.867
P  -2.985  0.520  -0.833
C  -4.667  1.240  -0.660
C  -2.112  1.809  -1.914
C  -2.632  3.146  -1.675
N  -2.952  4.245  -1.524
C  -2.518  1.441  -3.387
N  -1.905  0.250  -3.931
C  -0.583  1.842  -1.706
C  -0.044  0.484  -1.567
N  0.389  -0.574  -1.427
C  -0.077  2.692  -0.505
C  0.927  3.803  -0.845
C  0.319  4.997  -1.559
N  0.000  4.907  -2.907
O  0.126  6.025  -0.948
H  -1.792  1.598  1.091
H  -3.147  0.592  1.561
H  -1.671  -0.187  1.013
H  -5.313  0.499  -0.201
H  -5.057  1.552  -1.626
H  -4.638  2.124  -0.020
H  -3.599  1.298  -3.380
H  -2.293  2.307  -4.009
H  -0.973  0.433  -4.275
H  -1.878  -0.496  -3.247
H  -0.137  2.248  -2.614
H  0.438  2.018  0.177
H  -0.892  3.136  0.059
H  1.796  3.403  -1.374
H  1.287  4.203  0.098
H  -0.946  5.198  -3.117
H  0.258  4.047  -3.364
O  -2.689  -2.229  2.368
C  -1.559  -2.612  2.263
C  -0.809  -3.565  3.173
C  0.649  -3.334  2.778
C  0.515  -2.918  1.318
O  -0.754  -2.234  1.242
H  -1.145  -4.580  2.952
H  -1.021  -3.335  4.214
H  1.296  -4.197  2.912
H  1.063  -2.511  3.362
H  0.486  -3.772  0.642
H  1.297  -2.240  0.989
O  -4.548  5.871  3.440
C  -3.930  6.531  2.658
C  -3.587  6.203  1.217
C  -2.472  7.196  0.899
C  -2.823  8.358  1.820
O  -3.439  7.755  2.973
H  -4.476  6.363  0.605
H  -3.271  5.168  1.125
H  -2.410  7.479  -0.148
H  -1.508  6.773  1.183
H  -3.541  9.045  1.367
H  -1.956  8.925  2.151
O  5.824  -3.329  -4.168
C  5.092  -3.010  -3.278
C  5.104  -3.494  -1.839
C  3.732  -3.065  -1.323
C  3.446  -1.841  -2.185
O  4.101  -2.102  -3.441
H  5.919  -2.988  -1.318
H  5.267  -4.567  -1.805
H  3.697  -2.856  -0.256
H  2.997  -3.843  -1.534
H  3.872  -0.927  -1.761
H  2.388  -1.687  -2.363
O  2.884  -4.916  0.813
C  3.096  -5.890  1.476
C  2.940  -7.345  1.081
C  2.957  -8.065  2.429
C  3.811  -7.124  3.272
O  3.550  -5.809  2.747
H  3.790  -7.619  0.454
H  2.020  -7.489  0.521
H  3.350  -9.078  2.392
H  1.946  -8.109  2.836
H  4.878  -7.327  3.169
H  3.551  -7.130  4.327

Output
SMILES = CP(C)[C@](C#N)(CN)[C@H](C#N)CCC(N)=O.O=C1CCCO1.O=C1CCCO1.O=C1CCCO1.O=C1CCCO1
orbital gap = 9.14 eV
HOMO level = -0.3278 Ha
E_tot = -2252.90154 a.u.

Among the records above, which one has the highest E_tot?
C26H41FN2O3

Number 1 is which compound?
C26H41BN3O6P2S